i) Entry from OMol25: C2H8N2O2 as an isolated structure (the ωB97M-V functional and the def2-TZVPD basis).

XYZ file:
```
14
C2H8N2O2 | OMol25 | the ωB97M-V functional and the def2-TZVPD basis
C 1.345 -0.375 0.218
N 2.626 0.094 0.033
O 0.355 0.100 -1.377
O 0.689 0.085 1.221
H -0.589 -0.033 0.971
H 0.630 1.002 -1.583
H 1.216 -1.413 -0.096
H 2.764 1.047 0.339
H 3.040 -0.124 -0.860
C -2.793 -0.110 0.460
N -1.555 -0.042 0.261
H -1.030 0.049 -0.695
H -3.192 -0.185 1.472
H -3.506 -0.096 -0.365
```

Summary:
* LUMO: 0.64 eV
* HOMO-LUMO gap: 9.64 eV


ii) Entry from OMol25: a 2-piece molecular cluster, C2H8N2O2 overall (the ωB97M-V functional and the def2-TZVPD basis).

XYZ file:
```
14
C2H8N2O2 | OMol25 | the ωB97M-V functional and the def2-TZVPD basis
C 1.245 0.723 0.367
N 2.241 -0.257 0.027
H 2.549 -0.795 0.833
H 2.591 -0.171 -0.925
H 1.108 1.488 -0.400
H 1.528 1.271 1.272
H 0.145 0.295 0.626
N -2.426 -0.230 0.711
C -0.601 -0.618 -0.917
O -1.463 0.407 -0.176
O -0.680 -1.809 -0.714
H -2.931 0.559 1.109
H -3.043 -0.698 0.042
H -0.262 -0.164 -1.856
```

Summary:
* SMILES string: NOC=O.CN
* LUMO: 0.81 eV
* HOMO-LUMO gap: 9.12 eV


iii) Entry from OMol25: one molecule with the formula C2H8N2O2 (the ωB97M-V functional and the def2-TZVPD basis).

XYZ file:
```
14
C2H8N2O2 | OMol25 | the ωB97M-V functional and the def2-TZVPD basis
C 0.508 0.022 -0.038
C -0.266 1.265 -0.451
N 1.055 0.197 1.339
N -0.723 -1.613 -1.270
O -0.276 -1.159 0.038
O 0.046 0.451 2.282
H -0.608 -0.267 2.242
H 1.540 -0.656 1.624
H 1.382 -0.136 -0.691
H 0.099 -1.858 -1.823
H -1.418 -0.959 -1.627
H -0.535 1.222 -1.504
H -1.165 1.360 0.154
H 0.363 2.132 -0.276
```

Summary:
* SMILES string: C[C@@H](NO)ON
* LUMO: 0.95 eV
* HOMO-LUMO gap: 10.45 eV


Most stable = i)


i) Entry from OMol25: a 3-piece molecular cluster, C4H14O2S2 overall (the ωB97M-V functional and the def2-TZVPD basis).

XYZ file:
```
22
C4H14O2S2 | OMol25 | the ωB97M-V functional and the def2-TZVPD basis
C -0.703 -1.953 -0.634
C -1.499 -3.196 -1.109
C -1.568 -0.953 0.107
S -0.767 0.263 1.172
S 1.045 0.596 0.218
C 0.362 1.432 -1.256
H -0.101 -1.595 -1.477
H 0.042 -2.355 0.071
H -1.799 -3.160 -2.152
H -2.405 -3.397 -0.536
H -0.848 -4.066 -1.049
H -2.185 -1.589 0.756
H -2.287 -0.479 -0.566
H -0.133 0.708 -1.885
H 1.167 1.938 -1.753
H -0.388 2.105 -0.866
H -0.645 4.288 1.410
H 0.620 3.616 0.922
O -0.205 4.019 0.595
H 4.579 0.641 2.796
H 3.653 1.859 2.944
O 4.066 1.277 2.290
```

Summary:
* SMILES string: CCCSSC.O.O
* LUMO: 0.49 eV
* HOMO-LUMO gap: 8.87 eV


ii) Entry from OMol25: a 3-piece molecular cluster, C4H14O2S2 overall (the ωB97M-V functional and the def2-TZVPD basis).

XYZ file:
```
22
C4H14O2S2 | OMol25 | the ωB97M-V functional and the def2-TZVPD basis
C -2.774 0.807 0.284
C -2.407 1.227 1.710
S -0.717 1.789 1.926
S 0.438 0.174 1.387
C 0.758 0.467 -0.380
C 1.222 1.838 -0.819
H -3.776 0.367 0.232
H -2.728 1.619 -0.452
H -2.067 0.042 0.008
H -2.966 2.134 1.997
H -2.720 0.454 2.403
H -0.153 0.162 -0.895
H 1.507 -0.287 -0.659
H 2.178 1.880 -1.328
H 0.490 2.356 -1.413
H 1.342 2.482 0.058
H -1.989 -2.468 0.000
H -2.216 -3.078 -1.435
O -2.371 -2.317 -0.870
H 5.563 -3.280 -0.757
H 6.875 -3.061 -0.067
O 6.511 -3.307 -0.930
```

Summary:
* SMILES string: CCSSCC.O.O
* LUMO: 0.33 eV
* HOMO-LUMO gap: 9.21 eV


Most stable = ii)


i) Entry from OMol25: an isolated ion of composition C4H11N2S and charge +1 (the ωB97M-V functional and the def2-TZVPD basis).

XYZ file:
```
18
C4H11N2S | OMol25 | the ωB97M-V functional and the def2-TZVPD basis
C 1.545 -1.461 0.447
C -0.785 -0.581 -0.066
C -1.448 1.908 -0.057
C -0.337 0.893 -0.198
N 0.073 -1.581 0.126
N 2.157 -0.497 -0.477
S -2.428 -1.010 -0.001
H 1.481 -1.050 1.471
H 1.914 -2.424 0.347
H -1.024 2.968 -0.008
H -1.785 1.940 0.882
H -2.268 1.818 -0.746
H 0.242 0.943 0.730
H 0.153 0.901 -1.151
H -0.035 -2.515 0.362
H 2.556 0.362 -0.087
H 2.889 -0.927 -1.045
H -2.900 0.313 -0.531
```

Summary:
* total charge: +1
* LUMO: -4.11 eV
* HOMO-LUMO gap: 9.97 eV


ii) Entry from OMol25: an isolated ion of composition C4H11N2S and charge +1 (the ωB97M-V functional and the def2-TZVPD basis).

XYZ file:
```
18
C4H11N2S | OMol25 | the ωB97M-V functional and the def2-TZVPD basis
C -0.296 -1.084 -1.750
C 0.109 0.929 -0.293
C -0.185 0.623 2.277
C -0.626 0.246 0.886
N -0.026 0.352 -1.480
N 0.545 -1.860 -0.829
S 0.964 2.555 -0.189
H -1.454 -1.374 -1.701
H -0.035 -1.171 -2.891
H -0.872 0.403 3.028
H 0.209 1.651 2.433
H 0.708 -0.054 2.508
H -1.713 0.579 0.544
H -0.556 -0.868 0.740
H 0.322 0.834 -2.265
H 0.309 -2.840 -0.826
H 1.439 -1.857 -1.281
H 1.160 2.935 1.088
```

Summary:
* total charge: +1
* LUMO: -4.44 eV
* HOMO-LUMO gap: 10.00 eV


iii) Entry from OMol25: a 2-piece molecular cluster, C4H11N2S overall (the ωB97M-V functional and the def2-TZVPD basis).

XYZ file:
```
18
C4H11N2S | OMol25 | the ωB97M-V functional and the def2-TZVPD basis
C -0.918 -0.038 -2.018
C -0.436 0.536 -0.944
C -0.884 1.096 1.522
C 2.608 0.147 -0.257
N -0.777 1.358 0.021
N 1.606 0.399 -1.294
S 1.717 -0.703 1.081
H -0.410 -0.766 -2.495
H -1.921 -0.081 -2.164
H -1.882 1.260 1.874
H -0.635 0.117 1.687
H -0.106 1.890 1.926
H 3.320 -0.457 -0.664
H 3.056 1.050 0.085
H -1.126 2.258 -0.150
H 1.892 1.180 -1.906
H 1.416 -0.418 -1.837
H 2.587 -0.638 2.144
```

Summary:
* total charge: +1
* LUMO: -4.02 eV
* HOMO-LUMO gap: 9.13 eV


Most stable = ii)